ORCA calculation (ωB97M-V/def2-TZVPD) on a molecular structure, C10H14BCaN7O2 in a non-equilibrium geometry.

Structure (ORCA input):
```
! RIJCOSX wB97M-V def2-TZVPD def2/J DEFGRID3
* xyz 0 1
H 0.89844 3.37280 1.51969
N 0.59712 1.79977 0.15199
B 0.07071 0.41492 -1.93970
N 0.47284 1.73735 -1.22569
C 0.79980 2.92869 -1.75805
Ca 0.51359 0.26361 1.66820
H 0.82076 2.99044 -2.83632
C 1.04181 3.82858 -0.71049
H 1.25091 4.87950 -0.78429
C 0.85439 3.08370 0.47438
H 0.21855 0.50091 -3.11548
C -1.40955 -1.82379 2.79907
H -1.25996 -1.99444 3.86202
H -0.52356 -2.17069 2.23754
H -2.15833 -2.44595 2.31280
N -1.28874 -0.01224 -1.46264
N 1.06062 -0.77011 -1.46256
N -1.47399 -0.11912 -0.10268
N 1.27316 -0.96937 -0.10444
C -2.38899 -0.28045 -2.16776
C 1.88289 -1.59567 -2.14828
H -2.40212 -0.19381 -3.27370
H 1.91415 -1.49678 -3.21966
C -3.39509 -0.54299 -1.23084
C 2.56613 -2.43607 -1.23536
C -2.79161 -0.42044 0.03223
C 2.13055 -2.01090 0.05072
H -4.40129 -0.80398 -1.45782
H 3.23457 -3.23683 -1.46647
H -3.24364 -0.62544 0.98346
H 2.36923 -2.42139 1.03143
H -1.73425 -0.72977 2.74085
O 0.49900 0.74772 4.27617
N 1.72542 0.51162 4.31832
O 2.27650 0.04062 3.24335
*
```

LUMO = 0.53 eV
orbital gap = 0.348 Eh
HOMO energy = -8.94 eV
E_tot = -44239.618 eV
maximum force = 3.01 eV/Å

Löwdin atomic charge list, values in e, 8 entries: 0.113 -0.161 -0.491 -0.020 -0.057 1.341 0.122 -0.051


ORCA calculation (ωB97M-V/def2-TZVPD) on a gas-phase ion, C10H15ClN3O (charge +1) in a non-equilibrium geometry.

Structure (ORCA input):
```
! RIJCOSX wB97M-V def2-TZVPD def2/J DEFGRID3
* xyz 1 1
C 1.72719 -1.35272 -1.96237
C 2.60192 -0.77033 -2.86055
C 1.91357 1.33252 -2.47978
C 0.98850 -0.38733 -1.23204
C -0.17735 -0.99750 2.42570
C -1.33520 -0.02627 2.51372
C 0.75237 -0.48922 1.25497
C -2.21096 0.06369 1.16039
C 0.01890 -0.65358 -0.06300
C -1.31784 0.28636 0.00768
N 2.68947 0.54409 -3.13619
N 1.06479 0.89052 -1.57164
N -0.74239 1.70335 0.15475
O -2.00179 0.20683 -1.16835
Cl -0.68528 -2.31258 -0.29270
H 1.75445 -2.37699 -1.74835
H 2.99709 -1.33066 -3.59849
H 1.74350 2.29949 -2.89817
H 0.41068 -0.98673 3.39922
H -0.61290 -1.92626 2.26026
H -2.05190 -0.28793 3.21546
H -0.99039 1.05175 2.77805
H 1.14825 0.54532 1.40632
H 1.71972 -1.11095 1.47881
H -2.68239 -0.92734 1.16069
H -3.11169 0.67862 1.15522
H -1.61772 2.24805 -0.04863
H -0.01178 1.64965 -0.58292
H -0.61746 2.06920 1.11673
H -1.36338 0.36696 -1.84478
*
```

LUMO = -3.35 eV
orbital gap = 0.381 Eh
HOMO energy = -13.73 eV
E_tot = -29646.032 eV
maximum force = 4.10 eV/Å

Löwdin atomic charge list, values in e, 8 entries: 0.044 -0.052 -0.168 -0.240 -0.185 -0.158 -0.163 -0.096


ORCA calculation (ωB97M-V/def2-TZVPD) on 7 unconnected molecules or ions with the total composition C5H23N2O7 in a non-equilibrium geometry.

Structure (ORCA input):
```
! RIJCOSX wB97M-V def2-TZVPD def2/J DEFGRID3
* xyz -1 1
C 0.22595 1.09205 -0.88341
O 0.18839 -0.25471 -0.49583
C -0.79895 2.06770 -0.31786
C -0.75834 2.30750 1.18250
C -1.38174 1.14650 1.99525
N 0.97725 -0.16170 1.89986
C 0.43451 0.28191 3.07054
N -0.66040 0.90974 3.22588
H 1.26026 1.47755 -0.77109
H 0.11073 1.11733 -1.99203
H -1.77538 1.62550 -0.59150
H -0.81092 3.03817 -0.83261
H 0.24043 2.58308 1.51546
H -1.41724 3.13941 1.46036
H -1.48508 0.24180 1.39905
H -2.42592 1.38086 2.25130
H 0.52544 -0.12950 0.95973
H 1.59045 -0.96062 1.94374
H 1.07204 0.20007 3.95704
H -1.67392 -1.96883 0.90068
H -1.12636 -1.01137 -0.11775
O -2.01072 -1.47014 0.15151
H 3.77367 -1.06685 -2.08858
H 2.58056 -2.05155 -2.26660
O 3.39544 -1.69556 -2.71182
H -3.37368 -1.74070 -1.11111
H -3.35992 -2.03176 -2.65017
O -3.93979 -1.93485 -1.89502
H 2.77962 2.32420 0.45394
H 2.85668 1.20135 1.52514
O 3.36689 1.68716 0.86932
H -0.14502 -0.89237 -2.27340
H -1.35440 -1.83551 -2.23205
O -0.57528 -1.63077 -2.73932
H 0.79137 -2.86979 -1.31607
H 1.32402 -1.61457 -0.55955
O 1.57936 -2.50069 -0.91553
*
```

LUMO = 3.18 eV
orbital gap = 0.331 Eh
HOMO energy = -5.83 eV
E_tot = -22872.892 eV
maximum force = 1.87 eV/Å

Löwdin atomic charge list, values in e, 8 entries: -0.324 -0.379 -0.193 -0.189 -0.260 0.095 -0.334 -0.003


ORCA calculation (ωB97M-V/def2-TZVPD) on C4H5NO4S in the gas phase in a non-equilibrium geometry.

Structure (ORCA input):
```
! RIJCOSX wB97M-V def2-TZVPD def2/J DEFGRID3
* xyz 0 1
C -0.50927 -0.16968 1.43726
C -1.24840 0.39508 0.50667
C 0.92990 -0.32337 1.23217
C -0.63052 0.49989 -0.88133
N -0.71326 -0.80877 -1.54490
O -0.81936 -0.82360 -2.76542
O -0.45152 -1.76066 -0.88469
O 2.06768 0.00658 -1.20133
O 1.38678 1.99730 0.06140
S 1.11764 0.60174 -0.27403
H -1.08132 -0.52114 2.25376
H -2.26018 0.70138 0.70368
H 1.61874 0.12576 1.94729
H 1.44838 -1.32803 0.90450
H -0.85530 1.40751 -1.49502
*
```

LUMO = -0.47 eV
orbital gap = 0.382 Eh
HOMO energy = -10.86 eV
E_tot = -24739.278 eV
maximum force = 4.16 eV/Å

Löwdin atomic charge list, values in e, 8 entries: -0.131 -0.072 -0.207 -0.195 -0.406 0.104 0.103 -0.295